{
  "formula": "C4H10N3",
  "method": "ωB97M-V/def2-TZVPD",
  "symbols": ["C", "C", "C", "N", "H", "H", "H", "H", "H", "N", "C", "N", "H", "H", "H", "H", "H"],
  "positions_angstrom": [[1.35065, 0.29626, 0.43293], [0.42609, 0.98651, -0.24805], [1.98324, 1.50330, 2.24818], [1.56124, 0.39427, 1.80801], [1.80751, -0.60640, 0.02505], [-0.10406, 1.80759, 0.23805], [0.55480, 1.07919, -1.31796], [2.12532, 1.59542, 3.31982], [2.21185, 2.33786, 1.58680], [-1.83995, -0.16994, -2.05184], [-1.68181, -1.35156, -1.50734], [-1.35079, -1.57701, -0.26474], [-1.57251, 0.66573, -1.55144], [-1.94829, -0.11090, -3.05201], [-1.92760, -2.19203, -2.14426], [-1.31946, -2.54427, 0.02187], [-0.84394, -0.88213, 0.29075]],
  "atomic_forces_ev_per_a": [[-0.7, -0.9, 0.5], [0.9, 1.3, 0.1], [-0.1, -0.3, 0.3], [-0.2, 0.1, -0.3], [0.5, 0.5, -0.4], [0.1, -0.1, 0.0], [-0.4, -0.6, -0.2], [0.0, 0.2, 0.0], [0.1, 0.1, 0.0], [0.5, -0.1, 0.0], [-0.5, 0.2, -0.2], [0.3, -0.3, -0.2], [-0.1, 0.0, 0.0], [-0.2, 0.1, 0.0], [0.0, -0.1, 0.1], [0.1, 0.1, 0.2], [-0.3, 0.0, -0.1]],
  "e_lumo_ev": -3.5,
  "total_energy_ev": -8772.7203,
  "total_charge": 1,
  "orbital_gap_ev": 9.481,
  "relative_energy_kj_mol": 181.3
}

{
  "formula": "C3H4N2O",
  "method": "ωB97M-V/def2-TZVPD",
  "symbols": ["N", "C", "N", "O", "C", "C", "H", "H", "H", "H"],
  "positions_angstrom": [[1.30211, 1.27366, -0.27065], [0.23805, 0.34955, -0.25190], [-0.60758, 0.17186, -1.23828], [-1.43195, -0.85694, -0.83854], [-1.07225, -1.26850, 0.38647], [-0.01422, -0.54682, 0.82147], [1.01020, 2.18350, 0.06767], [1.67709, 1.38327, -1.20266], [-1.66435, -2.07625, 0.79939], [0.56289, -0.61332, 1.72702]],
  "atomic_forces_ev_per_a": [[-0.1, 0.1, -0.2], [-0.1, -0.2, -0.1], [0.4, 0.2, 0.2], [-0.1, -0.1, 0.0], [0.1, 0.1, 0.0], [-0.2, -0.1, 0.0], [0.1, -0.1, 0.0], [-0.1, 0.1, -0.1], [0.2, 0.2, -0.1], [-0.1, -0.1, 0.0]],
  "e_lumo_ev": 1.0,
  "total_energy_ev": -8201.9484,
  "smiles": "Nc1ccon1",
  "orbital_gap_ev": 10.937,
  "relative_energy_kj_mol": 186.9
}